# 1
ORCA calculation (the ωB97M-V functional and the def2-TZVPD basis) on a cluster of 10 separate species, C44H114Cl6N15O9P5 in total.

Computed properties:
**E_HOMO**: -8.202 eV
**HOMO-LUMO gap**: 8.4 eV
**Net charge**: 0
**LUMO level**: 0.25 eV
**Multiplicity**: 1
**Strongest force on any atom**: 2.00 eV/Å

```
193
Properties=species:S:1:pos:R:3:forces:R:3
Cl 13.9472 -22.2508 -0.8484 0.1 -0.1 -0.1
C 13.7742 -20.9846 0.3841 -0.5 0.6 -0.2
C 14.9868 -20.9718 1.2732 -0.3 -0.7 0.7
Cl 14.8411 -19.6838 2.5083 0.0 0.0 -0.1
H 12.8953 -21.2189 0.9838 0.0 0.0 0.0
H 13.5649 -20.0403 -0.1170 0.3 0.0 -0.1
H 15.9595 -20.8958 0.8004 -0.1 0.1 -0.3
H 14.9086 -21.9178 1.8105 0.5 0.1 0.2
Cl 7.3768 -13.8670 6.2487 -0.2 0.2 0.5
C 7.7274 -14.4412 7.9047 -0.2 -1.1 0.6
C 6.5438 -15.1998 8.5113 -0.2 0.2 -0.7
Cl 6.2534 -16.6778 7.5725 -0.2 -0.4 -0.2
H 8.0183 -13.6557 8.5972 0.0 0.4 -0.4
H 8.5407 -15.1551 7.7892 0.2 0.2 0.1
H 5.6280 -14.6157 8.4436 0.1 0.1 0.1
H 6.6752 -15.5637 9.5262 0.4 0.4 0.1
Cl 9.4931 -22.5119 7.3856 -0.2 0.1 0.0
C 10.2610 -23.4309 8.6892 0.4 -0.4 0.4
C 9.2197 -23.8671 9.7070 -0.6 0.5 -0.6
Cl 9.8792 -25.0202 10.8637 0.2 -0.1 0.3
H 11.0112 -22.7997 9.1616 -0.1 0.1 -0.1
H 10.7967 -24.2571 8.2282 -0.2 -0.1 0.0
H 8.3426 -24.3271 9.2554 0.2 -0.2 -0.3
H 8.8350 -22.9822 10.2142 0.2 -0.1 0.3
O 7.3668 -21.8543 -3.3248 -0.3 -0.2 0.3
P 6.5519 -22.6652 -2.3965 -0.3 -1.1 1.0
N 5.8717 -21.7812 -1.1329 0.4 -0.2 -0.8
C 6.3396 -20.4179 -0.9504 -0.2 -0.1 1.2
C 4.6800 -22.2404 -0.4120 0.6 0.0 -0.5
N 7.3806 -23.9268 -1.6320 0.0 0.3 -0.2
C 8.3698 -24.6843 -2.3880 0.2 0.7 -0.4
C 7.2623 -24.3454 -0.2506 -0.7 0.3 0.6
N 5.3039 -23.4979 -3.1333 -0.2 0.7 -0.1
C 4.7736 -24.7675 -2.6370 1.1 0.1 -0.4
C 4.6844 -22.8845 -4.3180 -0.4 -1.5 0.3
H 7.3745 -20.3247 -1.2710 -0.2 0.2 -0.6
H 6.3893 -20.1889 0.1226 -0.2 -0.1 0.0
H 5.6474 -19.6846 -1.3708 0.3 0.1 -0.4
H 3.9410 -22.6088 -1.1222 -0.2 0.1 0.1
H 4.2498 -21.4332 0.1755 0.1 0.1 0.0
H 4.9615 -23.0619 0.2470 -0.3 0.0 0.2
H 8.1865 -25.7606 -2.4025 0.0 0.0 0.3
H 8.4072 -24.3686 -3.4324 -0.2 0.2 0.1
H 9.3525 -24.4223 -1.9842 0.1 -0.5 0.0
H 7.3702 -23.5557 0.5007 0.2 0.3 -0.3
H 6.2776 -24.7724 -0.0238 0.0 -0.3 -0.1
H 7.9961 -25.1043 0.0062 0.1 0.0 -0.3
H 5.4051 -25.6178 -2.9195 0.1 0.0 -0.1
H 4.7963 -24.7528 -1.5511 -0.6 -0.2 0.1
H 3.8020 -24.9619 -3.0855 -0.2 0.2 0.4
H 3.6199 -23.1418 -4.3694 -0.1 0.2 0.4
H 5.0812 -23.4185 -5.1855 0.3 0.9 -0.4
H 4.7686 -21.8045 -4.2880 0.4 0.0 -0.4
O 4.4889 -16.4648 0.6620 0.2 0.9 0.1
P 5.4268 -15.3572 0.3540 1.0 0.5 0.0
N 6.4314 -15.6240 -0.9852 0.1 0.4 0.3
C 7.2261 -16.8565 -0.9317 0.0 0.5 -0.1
C 5.9151 -15.3452 -2.3196 -0.5 -0.4 0.2
N 6.5562 -15.0264 1.5803 0.5 -0.7 -0.3
C 7.8729 -14.4795 1.3494 0.5 1.5 -0.9
C 6.2134 -15.1838 2.9934 -1.6 -0.8 -0.9
N 4.7293 -13.8607 0.0174 -0.3 -1.2 -0.2
C 5.4860 -12.6415 0.0794 0.2 0.8 0.9
C 3.3029 -13.6872 -0.0887 -0.8 0.0 -0.5
H 8.0198 -16.8585 -1.6820 0.0 0.4 0.0
H 6.6237 -17.7389 -1.1538 -0.1 -0.1 0.4
H 7.7009 -16.8748 0.0468 -0.1 -0.5 0.0
H 5.2605 -16.1788 -2.6042 0.0 0.1 -0.4
H 6.7222 -15.2485 -3.0453 0.1 -0.1 0.1
H 5.3193 -14.4345 -2.3470 0.1 0.0 0.2
H 8.3560 -14.7745 0.4134 -0.2 -0.6 0.2
H 7.8629 -13.3859 1.1976 -0.2 0.0 0.4
H 8.5644 -14.6326 2.1777 -0.2 -0.5 0.1
H 5.5494 -14.3831 3.3366 0.4 0.2 0.3
H 5.5907 -16.0856 3.0409 0.1 0.0 0.3
H 7.0821 -15.3345 3.6249 0.1 0.2 0.0
H 4.9199 -11.8066 -0.3386 0.0 -0.3 -0.5
H 5.6414 -12.2995 1.1156 0.1 -0.3 0.0
H 6.4713 -12.6924 -0.3834 -0.1 -0.2 -0.2
H 2.7570 -14.6201 -0.2318 0.4 -0.2 0.4
H 3.0388 -13.1192 -0.9899 0.2 0.2 0.1
H 2.8793 -13.1613 0.7735 0.0 -0.1 0.0
O 11.9821 -14.9466 7.3076 -0.9 0.0 -0.1
P 12.4484 -13.7727 6.5481 0.6 0.7 -0.4
N 11.8452 -13.6431 4.9944 0.0 -0.5 -0.4
C 12.5299 -12.9627 3.8843 0.7 -0.1 1.6
C 10.4879 -14.1104 4.7371 0.0 0.0 0.5
N 14.1134 -13.7686 6.3303 0.6 0.8 -0.3
C 14.6909 -14.7804 5.4440 -0.6 0.2 -0.9
C 15.0068 -13.4486 7.4412 -0.3 -0.6 0.7
N 12.1127 -12.3084 7.3215 0.7 -0.9 0.8
C 12.7676 -11.0841 6.9151 0.5 -0.5 -0.5
C 10.7729 -12.1084 7.8531 0.1 0.7 -0.6
H 13.1755 -13.6737 3.3699 -0.5 0.1 -0.7
H 13.2292 -12.2702 4.3578 -0.1 0.3 -0.4
H 11.8316 -12.4225 3.2545 0.0 -0.1 -0.2
H 10.2992 -14.2869 3.6777 0.3 -0.1 0.0
H 9.7428 -13.3859 5.0739 0.0 0.0 0.0
H 10.3326 -15.0315 5.2976 -0.2 0.0 -0.1
H 14.2972 -15.7788 5.6422 0.2 -0.1 0.0
H 14.4871 -14.5254 4.3993 -0.4 -0.2 0.1
H 15.7799 -14.7899 5.4329 0.0 0.1 0.7
H 14.9555 -14.2221 8.2201 0.1 0.0 0.0
H 16.0298 -13.4423 7.0727 0.0 0.3 0.0
H 14.7804 -12.5145 7.9545 -0.1 0.1 -0.3
H 13.1619 -10.5429 7.7790 -0.5 0.3 0.0
H 13.6585 -11.3400 6.3379 -0.1 0.1 -0.1
H 12.1143 -10.4934 6.2628 0.1 0.3 0.3
H 10.3444 -13.0236 8.2451 0.0 -0.1 -0.1
H 10.1827 -11.6618 7.0392 -0.5 -0.4 0.1
H 10.7459 -11.3330 8.6239 0.4 -0.2 0.2
O 11.2938 -20.1604 3.8019 -0.1 0.3 -0.3
P 10.3675 -19.0286 3.5457 -1.3 -0.2 0.5
N 10.9915 -17.5726 3.0250 -0.3 -0.5 0.5
C 11.2087 -17.3415 1.5991 0.4 0.2 0.3
C 11.9743 -16.9656 3.9493 0.0 -0.2 -1.6
N 9.5321 -18.6480 4.9677 0.5 0.6 -1.0
C 9.2206 -19.7482 5.8743 0.7 -0.8 -0.8
C 8.7287 -17.4487 5.0788 -0.5 0.1 0.8
N 9.1998 -19.4114 2.3991 1.0 -0.1 -0.6
C 7.8973 -18.7645 2.2995 -0.1 -1.0 0.4
C 9.2901 -20.6692 1.6700 -0.9 -0.7 0.5
H 10.4745 -17.8583 0.9874 -0.3 0.2 0.2
H 12.1855 -17.6872 1.2399 0.2 0.0 0.2
H 11.1770 -16.2587 1.4661 -0.1 0.0 -0.4
H 12.2967 -16.0179 3.5146 -0.3 0.3 0.3
H 12.8923 -17.5635 3.9398 0.0 -0.2 0.6
H 11.5063 -16.8464 4.9175 0.3 0.1 0.2
H 8.4066 -19.5341 6.5604 0.2 0.4 0.2
H 8.9306 -20.6506 5.3196 -0.3 0.1 -0.2
H 10.1431 -20.0863 6.3444 -0.2 0.3 0.6
H 8.9963 -16.8642 5.9686 0.2 0.0 0.0
H 8.7844 -16.7795 4.2248 0.3 -0.2 -0.1
H 7.6723 -17.6977 5.2289 0.0 0.0 -0.2
H 7.1997 -19.2940 2.9623 -0.1 0.5 0.3
H 7.9400 -17.7027 2.5120 -0.1 0.1 0.0
H 7.4395 -18.9362 1.3240 0.5 0.3 -0.2
H 8.8506 -20.5889 0.6741 0.3 0.3 -0.2
H 8.6676 -21.4296 2.1670 0.0 -0.1 0.1
H 10.2759 -21.1261 1.6366 0.2 0.5 0.0
O 11.0235 -27.2495 4.1617 0.9 -0.4 -0.1
P 11.0698 -25.9752 3.4261 -0.8 1.1 0.1
N 11.5058 -26.0618 1.8128 -0.1 -0.6 0.7
C 12.5551 -27.0172 1.4154 -0.6 0.7 -0.1
C 11.3630 -24.9751 0.8641 -0.4 0.4 0.4
N 12.0249 -24.8052 4.1990 -0.5 -1.0 -0.4
C 12.1881 -24.9955 5.6456 -0.7 -0.5 0.2
C 12.0155 -23.4105 3.7498 0.3 -0.1 0.8
N 9.4902 -25.3486 3.3337 0.7 0.9 -0.7
C 8.5550 -26.1519 2.5861 -0.8 -0.6 -0.2
C 8.9426 -24.8170 4.5678 0.0 0.0 0.3
H 12.5219 -27.9461 1.9766 -0.1 0.1 0.3
H 13.5181 -26.5108 1.5187 0.3 -0.4 -0.2
H 12.3419 -27.2406 0.3687 0.4 -0.1 -0.1
H 12.3257 -24.4884 0.6758 0.0 -0.1 -0.3
H 10.6928 -24.2030 1.2460 0.0 -0.1 0.2
H 10.8987 -25.3276 -0.0608 0.3 -0.1 -0.2
H 12.6647 -25.9379 5.9225 0.5 0.1 -0.5
H 12.7215 -24.1447 6.0553 -0.1 0.0 0.1
H 11.2081 -25.1407 6.1179 0.0 0.6 0.2
H 12.8510 -22.9069 4.2435 0.2 0.0 -0.3
H 12.1386 -23.3683 2.6728 -0.1 0.2 0.0
H 11.1568 -22.8269 4.0982 -0.3 -0.2 -0.3
H 8.3565 -27.1497 3.0030 0.3 0.0 0.2
H 7.5667 -25.6818 2.5704 0.1 0.3 0.0
H 8.8574 -26.3062 1.5512 0.2 0.1 0.1
H 9.5554 -24.0301 5.0022 0.4 -0.3 0.0
H 8.8185 -25.6382 5.2844 -0.2 0.2 0.3
H 7.9893 -24.3064 4.4096 -0.1 -0.4 -0.3
O 13.4752 -13.5978 0.8078 0.2 0.0 -0.2
C 14.3709 -14.3637 1.0287 -0.4 0.6 0.0
O 14.1218 -15.5619 1.5911 0.0 -0.6 -0.1
C 15.3429 -16.2974 1.8349 0.1 0.6 -0.1
C 16.4056 -15.2092 1.8082 1.4 0.0 0.2
C 15.8638 -14.2073 0.8028 -0.8 0.0 0.1
H 15.5641 -17.0205 1.0484 -0.5 -0.1 0.0
H 15.1874 -16.7984 2.7854 0.3 -0.1 0.0
H 17.4071 -15.5455 1.5313 -0.2 -0.4 -0.1
H 16.5625 -14.8027 2.8104 -0.4 0.4 -0.1
H 16.0042 -14.4828 -0.2465 0.3 -0.3 0.1
H 16.1812 -13.1726 0.8901 0.0 0.0 0.2
O 12.9379 -22.0305 6.9470 -0.6 0.0 0.0
C 12.9911 -20.8508 7.1410 1.9 -0.1 0.6
O 12.8403 -20.3220 8.3880 -0.2 0.0 -0.1
C 13.1903 -18.9164 8.3916 -1.3 0.0 0.3
C 13.0950 -18.4847 6.9456 1.7 0.1 -0.9
C 13.5077 -19.7688 6.2272 -0.8 -0.1 -0.6
H 14.1713 -18.7631 8.8408 0.1 -0.2 -0.1
H 12.4443 -18.4312 9.0200 0.1 0.1 0.0
H 13.9110 -17.7957 6.7151 -0.5 0.6 0.2
H 12.1559 -18.0665 6.5989 -0.2 -0.1 0.3
H 14.5961 -19.8064 6.1428 0.0 -0.4 0.3
H 13.1352 -19.9413 5.2162 -0.3 0.3 0.1
```
Positions in Å, forces in eV/Å.

=====

# 2
ORCA calculation (the ωB97M-V functional and the def2-TZVPD basis) on a cluster of 3 separate species, C4H12O2 in total.

Computed properties:
**E_HOMO**: -9.220 eV
**Energy relative to the best compared isomer or geometry (same formula, charge and spin)**: 0.6020 eV
**HOMO-LUMO gap**: 10.0 eV
**Net charge**: 0
**LUMO level**: 0.79 eV
**Multiplicity**: 1
**Strongest force on any atom**: 0.81 eV/Å

```
18
Properties=species:S:1:pos:R:3:forces:R:3
C -1.3165 -1.4025 -0.9851 0.1 0.1 -0.5
C -0.2749 -1.6179 0.0849 -0.2 0.3 0.3
C 0.3181 -0.5752 0.6609 0.3 -0.5 0.2
C 1.3268 -0.6971 1.7709 -0.1 -0.8 -0.2
H -2.1035 -0.7669 -0.5760 -0.1 0.1 -0.3
H -0.8506 -0.9092 -1.8402 -0.1 0.4 0.1
H -1.7979 -2.2587 -1.4593 0.1 -0.4 0.6
H -0.0604 -2.6003 0.4943 0.0 -0.1 -0.3
H 0.0540 0.4271 0.3566 0.0 0.1 -0.1
H 0.9720 -0.1796 2.6610 0.3 0.2 0.0
H 1.4616 -1.7493 2.0390 -0.2 0.0 0.1
H 2.3342 -0.3962 1.4745 -0.2 0.5 0.1
H -1.6455 2.4814 0.6584 -0.1 0.0 0.0
H -0.7777 2.1672 -0.5840 0.0 0.1 0.2
O -0.9216 2.8147 0.1244 0.0 0.0 -0.1
H 1.0702 2.5459 -1.6320 0.0 -0.1 0.0
H 1.4625 1.0701 -1.4810 0.0 -0.1 0.1
O 0.7491 1.6465 -1.7676 0.0 0.1 -0.2
```
Positions in Å, forces in eV/Å.